P.
Computed, not measured: C52H44ClCsN3O5P as an isolated structure, with ωB97M-V/def2-TZVPD.

Last column: Mulliken charge in e.
Atoms and positions in Å:
C -0.42825 5.06171 -1.35829  -0.684
C 0.68467 0.32392 -4.49659  1.105
C -3.28819 1.74896 1.51606  -0.100
H -7.00308 1.37759 2.58053  0.343
C -0.18565 -5.18197 -3.39068  -0.596
H -2.92816 -4.04979 -4.99491  0.476
H -3.58358 6.17659 -0.85650  0.356
C -0.42277 0.66948 -5.24009  -1.521
C -1.54525 5.88746 -1.45714  -0.600
Cl 5.49273 -4.78918 3.70041  -0.297
O 3.08795 -0.28067 0.84540  -0.562
C 3.44256 1.56079 2.32417  -0.278
H 2.71154 -0.94814 5.66044  0.472
H 2.70620 1.60437 3.12921  -0.202
H 0.56556 -5.96098 -3.40817  0.467
H -0.54122 4.46618 2.04072  0.365
H 1.30888 -3.52679 2.75957  0.442
H -1.26346 -5.89527 -5.10795  0.404
C 4.75205 -0.38879 2.99326  0.174
O 1.94452 1.63113 0.53381  -0.477
H 0.10409 -2.48141 1.99382  0.025
H -3.16660 3.22118 3.06447  0.413
P -1.55876 1.87595 0.90910  1.545
H 0.46631 0.89346 5.27315  0.578
C 5.21912 -3.07622 3.42572  0.323
C -0.39295 1.37161 3.39769  0.063
C -5.19797 -1.17380 -3.33427  -0.823
C -4.67884 0.05554 -2.98726  -0.656
H -4.70272 -3.24264 -3.69292  0.525
H -2.50493 2.04229 -3.34902  0.503
H 0.63994 5.02558 4.10888  0.393
C 2.27751 -4.35030 -1.78075  -0.854
H 3.25134 1.73154 -2.67229  0.126
H 3.67646 -3.06655 1.01529  0.160
C 2.90133 -0.39492 4.73972  -1.406
C -5.14046 2.38686 2.93277  -0.624
C -0.13825 -4.18834 -2.41676  0.385
C -5.45341 0.70210 1.25167  -0.665
C -0.74745 -0.09046 3.13583  0.059
C 0.34595 3.99855 3.92344  -0.678
H 3.61768 -2.98024 4.83871  0.390
C 1.13156 -1.03729 -4.30601  -0.585
H 1.94976 -0.34146 4.20285  0.106
O 4.66372 0.95750 2.78970  -0.696
C -1.64318 3.55202 0.09831  0.346
C -4.33586 -2.25902 -3.43333  -0.690
H -1.51198 6.78322 -2.06629  0.312
C 2.78166 0.89865 1.11213  0.355
C -3.31050 0.18162 -2.72707  -0.090
N -2.49460 -0.87012 -2.77835  0.728
H 0.48090 5.30994 -1.89298  0.427
H 3.71881 2.58095 2.06855  0.353
O -0.40260 -0.92469 3.98708  -0.850
C 3.27788 -3.99539 -0.88155  -0.954
H -3.66993 4.13355 0.50892  0.336
C 6.00767 -2.39701 2.51776  -0.745
H 6.78474 -2.91444 1.97104  0.394
N 0.61330 -3.62000 -0.22253  -0.168
C -2.99520 -2.04735 -3.14530  0.102
H -5.31779 0.92645 -2.90345  0.491
C 1.15141 -2.77325 1.98288  -0.017
C 0.63580 3.00732 4.85001  -0.744
H 4.32050 -4.10737 -1.15394  0.399
H 3.19596 0.62110 5.00531  0.402
H 2.60602 -2.39214 -3.60096  0.204
H 1.22262 2.33610 -3.87053  0.168
H 4.01565 -0.64220 -2.51304  0.172
H 6.33419 -0.48971 1.57981  0.403
C 0.25969 1.69901 4.57964  -0.554
C 2.68120 0.94955 -3.16670  0.081
H -6.25813 -1.29593 -3.52265  0.376
H 1.75831 -1.90381 2.23876  -0.222
C 5.76492 -1.04961 2.30883  -0.215
C 4.21737 -2.42833 4.12561  -0.719
C 3.12895 -0.37795 -3.07230  -0.472
C 2.30777 -1.34724 -3.66065  0.090
C -1.20351 -5.14716 -4.32682  -0.792
H -3.38566 2.12010 -1.80547  0.428
C -0.48043 3.90674 -0.59786  -0.268
C -2.71267 1.51476 -2.41560  -0.322
H -1.76150 1.40303 -1.90193  -0.406
Cs 0.62463 -0.38939 -0.82213  1.027
H -3.71000 0.19496 0.10639  0.598
C -2.13980 -4.12780 -4.25869  -0.860
H 0.39358 3.26106 -0.53682  0.556
C -5.96702 1.48276 2.27984  -0.519
C 0.96769 -4.09630 -1.41985  0.970
C -2.01653 -3.18439 -3.24327  0.545
C -0.32062 3.67750 2.74771  -0.825
H 1.15480 3.25200 5.76996  0.344
N -1.03999 -3.21018 -2.34707  0.137
H 2.51659 -4.72098 -2.76875  0.340
H -6.08349 -0.02194 0.74825  0.440
H -1.06076 -0.09068 -5.67714  0.257
C -4.12402 0.83162 0.88013  -0.608
C 1.57188 -3.30740 0.65025  -0.770
O -1.34709 -0.28358 2.04493  -0.668
H -0.73052 1.70527 -5.33232  0.302
C 2.92860 -3.43613 0.32731  0.405
C -0.69954 2.36637 2.46741  0.958
C -3.81201 2.51796 2.55002  -0.399
H -5.53054 2.98814 3.74594  0.384
C 1.52377 1.29250 -3.82659  -0.668
C -2.70515 5.54474 -0.78111  -0.695
C -2.75024 4.38752 -0.00757  -0.600
H 0.53003 -1.82892 -4.74630  0.103
C 3.97450 -1.07124 3.93737  1.013

Calculated values
**Total charge**: -2
**Orbital gap**: 3.84 eV
**LUMO**: 3.720 eV



Q.
Computed, not measured: C52H44ClCsN3O5P as an isolated structure, with ωB97M-V/def2-TZVPD.

Last column: Mulliken charge in e.
Atoms and positions in Å:
C 0.98592 -2.96385 1.39118  0.210
H 5.83435 2.87812 -0.10972  0.489
C -6.48912 1.81397 -1.54090  -0.847
C 3.00082 1.41663 2.23270  2.032
C -0.83769 -1.31074 -4.80210  -1.192
C -1.72833 -5.80358 4.92796  -0.375
H -1.69410 -2.46779 4.32011  0.278
H 3.60874 -3.70949 3.43311  0.364
N -3.09198 2.37354 -0.40908  -0.295
C -1.25139 -1.26008 2.09893  0.582
H -0.67975 3.07427 -0.79174  0.052
C -0.91066 3.19052 0.26662  -0.214
C 5.01360 1.83898 -4.41445  -0.200
C -2.00196 1.14285 3.32038  -0.300
H 3.92734 2.34633 5.99975  0.327
C 2.66488 1.09237 0.92764  -1.444
H 2.83862 0.09356 0.53354  0.065
H -6.10864 2.43542 1.07044  0.437
C 1.69663 -3.33283 2.53685  0.170
H -2.26847 -3.25753 -6.09609  0.356
H -0.86549 -5.69853 1.64877  0.334
C 4.96285 2.92140 -0.76711  -1.709
Cs 0.40919 0.49398 -2.15555  0.911
H 0.76262 -0.50377 2.28500  -0.087
H -0.65298 -0.23696 -4.87128  0.318
H -4.82898 3.77322 2.73176  0.390
O -0.00942 -1.43463 -0.73087  -0.607
H 4.86346 -3.34868 1.32400  0.364
H 2.24205 3.45877 2.19243  0.278
H -4.02821 0.44351 3.09073  0.398
H -1.27599 -7.32038 3.47106  0.361
C 3.78377 -3.24378 1.34235  -0.415
H 1.16677 -3.52717 3.46002  0.422
C -4.24060 -2.86409 -5.34018  -0.454
H -1.90730 -6.50834 5.73219  0.349
H -2.12434 -4.07754 6.13561  0.376
C 5.78645 0.69328 -4.36967  -0.649
C -2.97662 0.22661 2.93100  -0.563
C -5.06163 2.65872 0.90914  -0.883
H 0.10901 1.58450 3.35554  0.313
H -6.97510 -0.27792 -4.13638  0.343
O 1.60886 -2.11800 -2.10887  -0.695
P -0.87442 -2.89310 1.34211  -0.487
H -0.36199 -1.82376 -5.63568  0.304
C 1.71904 -2.67835 0.22921  -0.167
C -4.99453 -2.03451 -4.52600  -0.809
H 2.05597 1.77088 0.33760  -0.356
C -6.47974 0.22545 -3.31733  -0.829
C 3.67847 2.09591 4.97469  -0.675
C 6.25911 0.26330 -3.13823  0.264
C -2.60075 -0.95884 2.31614  -0.712
H 3.62068 -2.64100 -0.72236  0.566
C -1.13943 -5.34473 2.63908  -0.204
C -1.36985 -6.25672 3.66055  -0.636
C 3.95519 0.82597 4.44006  -0.326
C -5.15322 1.49882 -1.31187  0.632
H 4.11327 2.51840 -0.20639  0.248
O 1.95261 1.91955 -4.05574  -0.627
H 6.00013 0.12682 -5.26624  0.396
C 3.05939 3.02243 4.12228  -0.323
O 4.03719 3.72722 -3.34840  -0.649
H 2.35772 4.78536 -3.03950  0.356
C -1.85066 -4.43999 5.15096  -0.645
C 3.64232 0.48916 3.13909  -0.658
C -0.28867 -0.32409 2.46930  0.368
H -4.70880 -3.69011 -5.86196  0.407
H -0.37941 -1.66333 -3.87354  0.062
Cl 7.23745 -1.19454 -3.05224  -0.298
N -3.05014 -0.76835 -3.98580  -0.135
C -1.23531 -3.96233 2.85213  -0.163
H -8.19597 1.38796 -2.76484  0.416
H 2.82719 4.01463 4.50323  0.318
C 2.73443 3.80210 -2.76279  -0.353
H -6.05076 -2.22022 -4.37755  0.354
H 6.36523 0.61070 -1.03157  0.407
C 4.72767 2.54770 -3.25514  0.265
C -1.60726 -3.53104 4.12326  0.210
C 2.72828 2.71313 2.81793  -0.752
H 4.58928 2.19229 -5.34459  0.401
C -2.99787 3.61164 1.62778  -0.869
C -2.38705 3.05722 0.49631  0.881
C 5.98237 0.96332 -1.98218  -0.779
C -5.14095 -0.01202 -3.03960  0.626
C -2.31499 -1.57433 -4.75707  0.943
H -3.36197 -1.67073 2.00499  0.363
N -4.49806 0.61044 -2.05677  -0.042
C 3.09787 -2.85900 0.20208  -0.749
C 3.08003 -3.45549 2.52059  -0.845
H -2.29014 2.07369 3.79672  0.485
C -4.34043 3.39116 1.84238  -0.546
H 2.80434 3.76025 -1.67140  0.039
H 3.86239 -0.50921 2.76911  0.236
H 4.42585 0.08015 5.07682  0.341
H -6.97708 2.58499 -0.96101  0.427
C -4.35652 -0.98384 -3.87839  0.554
C 5.21873 2.13241 -2.02362  1.238
C -2.88750 -2.62722 -5.47099  -0.693
H -0.54042 4.15380 0.61789  0.406
C -4.39766 2.19450 -0.21674  0.450
C -0.66182 0.87150 3.08101  -0.565
H -2.40021 4.17772 2.33144  0.412
C 1.66806 2.79468 -3.21414  0.669
H -0.38916 2.40297 0.82599  -0.260
H 4.75449 3.96559 -1.00321  0.395
O 0.56254 2.95572 -2.64047  -0.909
C -7.15837 1.15915 -2.55534  -0.595
C 1.06657 -2.04669 -0.98683  0.630

Calculated values
**Total charge**: -2
**Orbital gap**: 3.55 eV
**LUMO**: 3.489 eV



Name the most stable of them. P.



P.
Computed, not measured: a 2-piece molecular cluster, C3H13N3O overall, with ωB97M-V/def2-TZVPD.

Last column: Mulliken charge in e.
Atoms and positions in Å:
H -2.48532 -0.81838 3.09446  0.286
N 1.57266 2.30516 0.96628  -0.704
H -0.38851 2.22453 0.23155  0.380
C -0.73565 0.01934 -0.92487  -0.389
H 1.77104 2.63769 0.00255  0.298
H 1.70212 -1.83173 -1.93212  0.213
H -0.84406 0.85729 -1.66176  0.405
N 0.52325 0.33118 -0.10694  -0.532
H -1.26638 -1.58865 -2.34926  0.360
H -1.49342 -1.99030 2.91394  0.313
H 0.41323 -0.36754 0.64876  0.298
N 0.80275 -1.54768 -2.40906  -0.480
O -1.62574 -1.00794 2.88082  -0.590
H 2.19526 1.49018 1.04145  0.278
H -1.68447 -0.13306 -0.38021  0.239
C -0.45574 -1.28597 -1.67511  -0.772
C 0.26830 1.57079 0.70986  -0.447
H -0.17268 1.12632 1.61121  0.333
H 0.99569 -0.91535 -3.17717  0.184
H -0.48866 -2.07308 -0.90116  0.328

Calculated values
**SMILES string**: NCCNCN.O
**Orbital gap**: 9.32 eV
**LUMO**: 0.566 eV



Q.
Computed, not measured: a 3-piece molecular cluster, C3H13N3O overall, with ωB97M-V/def2-TZVPD.

Last column: Mulliken charge in e.
Atoms and positions in Å:
H 2.29438 1.13471 0.31091  0.286
H 1.53019 3.14517 -0.17134  0.258
C 1.23150 1.31413 0.68304  -0.095
N 0.56903 -0.82947 1.97582  -0.432
H -2.21693 -1.38590 -3.58401  0.216
H 0.02541 1.26249 2.30187  0.345
H 1.44379 -1.29517 2.29830  0.226
H -1.49406 -2.47827 -0.88270  0.187
C 0.84757 0.61835 2.00177  -0.563
H -2.15766 -0.72397 -1.17060  0.210
N 1.15497 2.76534 0.69235  -0.605
H 0.22712 3.10309 0.76568  0.219
H 0.01276 0.06106 -0.73427  0.163
C -1.55147 -1.57805 -1.56981  -0.087
H 0.53542 0.99370 -0.15911  0.170
H -0.35897 -1.06224 2.34873  0.213
N -1.99875 -2.08415 -2.88034  -0.527
H 1.68852 0.98766 2.65215  0.258
H -1.50152 -2.89304 -3.28663  0.216
O -0.28129 -1.05544 -1.59183  -0.658

Calculated values
**Orbital gap**: 9.32 eV
**LUMO**: 0.616 eV



Name the most stable of them. P.



P.
Computed, not measured: C12H14O2 in the gas phase, with ωB97M-V/def2-TZVPD.

Last column: Mulliken charge in e.
Atoms and positions in Å:
C -1.34727 -0.64222 -0.30272  -0.047
H -2.54635 -0.61770 1.55865  0.232
H -0.27946 -1.94517 1.13908  0.243
H 0.86659 2.61221 -0.21279  0.353
O 0.24463 2.69811 -0.94136  -0.581
H -0.47776 1.97632 1.72150  0.364
C 2.17420 -1.60289 -0.60306  0.367
C -0.94424 0.82295 -0.01714  0.794
C -0.41196 -1.82745 0.01836  -0.939
C -2.63125 -0.85923 0.45341  -0.750
H -3.55980 0.00479 -0.97775  0.365
C 3.45038 -0.94018 -0.42853  -0.695
C 1.28648 0.95761 1.12097  -0.447
H -1.47931 -0.75690 -1.41549  0.284
C -0.18364 1.03548 1.31462  -1.135
H -0.90448 -2.69456 -0.34559  0.595
C 0.97834 -1.77903 -0.46351  -0.343
H -1.85997 1.48672 0.03196  0.494
C 2.48045 0.81716 0.89630  0.635
C -0.17969 1.38195 -1.21385  -1.054
C 3.58345 0.17270 0.30716  -0.591
H -0.42070 0.35473 2.14123  0.426
H -2.84083 -1.93733 0.36803  0.346
H 0.66035 0.69811 -1.43175  0.306
H -0.76940 1.38489 -2.12937  0.503
H 4.55035 0.61159 0.34204  0.383
O -3.72354 -0.04794 -0.01302  -0.505
H 4.28444 -1.36475 -0.91738  0.396

Calculated values
**SMILES string**: OC[C@@H]1CC#C/C=C\C#CC[C@H]1CO
**Orbital gap**: 9.11 eV
**LUMO**: 0.360 eV



Q.
Computed, not measured: C12H14O2 in the gas phase, with ωB97M-V/def2-TZVPD.

Last column: Mulliken charge in e.
Atoms and positions in Å:
C -0.57547 -1.87022 -1.13731  -0.624
C 2.42136 -1.37710 1.26157  -0.869
C -1.09495 1.83382 -0.51058  -0.884
H 2.61605 -2.36063 0.74721  0.232
O 1.58108 -1.77501 -2.32359  -0.622
C -0.52147 2.95495 0.09932  -0.930
C -2.54262 -0.87168 0.33421  -1.367
C 0.85437 0.12002 -1.15402  -0.389
H -3.31012 -1.52245 0.06345  0.492
C 0.78882 0.21413 0.41931  1.007
H 1.07542 3.38628 1.53304  0.325
H -3.08978 0.18907 0.46798  0.289
H -0.86378 3.99094 0.08357  0.392
H 1.97438 1.32544 1.83794  0.400
H 1.30815 0.94357 -1.69667  0.472
C -1.55929 -0.69639 -0.73507  0.097
C 0.72135 -1.27680 -1.63631  0.060
O 1.02653 -0.94807 1.13902  -0.431
C 0.54418 2.61297 1.00124  -0.433
C 1.15370 1.42171 1.15928  -0.533
H -2.03452 1.92760 -0.91822  0.482
H 2.61258 -1.50529 2.31082  0.300
C -0.48995 0.39939 -0.44920  0.849
H -2.26160 -1.19951 1.42019  0.222
H 3.07729 -0.68614 0.75498  0.400
H -0.97486 -2.36309 -2.07101  0.363
H -0.33521 -2.57820 -0.38264  0.283
H -2.10165 -0.28931 -1.61851  0.418

Calculated values
**SMILES string**: CO[C@]12C=CC=C[C@]13[C@H](C)CC(=O)[C@@H]32
**Orbital gap**: 9.06 eV
**LUMO**: 0.587 eV



Name the most stable of them. Q.